#P
Here is a cluster of 2 separate species, C4H8N4O in total from OMol25. Energies are from ωB97M-V with the def2-TZVPD basis set.

Values from the calculation:
E_LUMO in eV: 0.2495
Net charge: 0

Each line ends with the Mulliken charge.
CARTESIAN COORDINATES (ANGSTROEM)
C: -0.276 -1.213 -0.859  -0.738
C: 0.347 -0.111 -1.599  -0.483
C: 0.630 1.002 -0.587  0.052
C: 0.561 0.155 0.688  0.386
H: -1.746 -0.525 1.599  0.273
H: -1.218 -2.776 1.689  0.293
H: -1.252 -1.401 -1.159  0.360
H: 0.233 -2.092 -1.090  0.408
H: 1.072 -0.157 -2.258  0.594
H: -0.663 1.851 -2.085  0.275
H: 1.691 1.450 -0.641  0.363
H: 1.216 2.351 2.693  0.360
N: -1.472 -1.441 1.037  -0.644
N: -0.044 -0.993 0.406  0.023
N: -0.622 1.062 -1.312  -0.554
N: 0.640 0.672 1.786  -0.525
O: 0.903 2.166 1.691  -0.445



#Q
Here is an isolated molecule of C4H8N4O from OMol25. Energies are from ωB97M-V with the def2-TZVPD basis set.

Values from the calculation:
E_LUMO in eV: 0.6910
SMILES: O/N=C\N/N=C/N1CC1
Net charge: 0

Each line ends with the Mulliken charge.
CARTESIAN COORDINATES (ANGSTROEM)
C: 2.486 0.490 0.048  -0.037
C: -0.997 1.185 -0.046  0.045
C: -2.433 -0.736 -0.678  -0.240
C: -2.271 -0.674 0.821  -0.407
H: 0.732 -1.025 -0.099  0.546
H: 3.376 1.141 0.247  0.312
H: 1.273 2.261 -0.274  0.268
H: -1.124 2.270 -0.027  0.356
H: -3.479 -1.006 -1.033  0.226
H: -1.562 -1.154 -1.292  0.214
H: -3.166 -0.775 1.470  0.219
H: -1.293 -0.946 1.222  0.253
N: 2.631 -0.798 0.087  -0.381
N: 1.270 1.230 -0.020  -0.343
N: 0.094 0.562 -0.050  -0.232
N: -2.258 0.554 -0.035  -0.417
O: 1.547 -1.650 -0.119  -0.381



Need the numbers? Relative energies in kJ/mol: #P 486.3; #Q 0.0.



#P
Here is an isolated molecule of C4H7N3O2 from OMol25. Energies are from ωB97M-V with the def2-TZVPD basis set.

Values from the calculation:
E_LUMO in eV: 0.7900
SMILES: COc1n[nH]c(=O)n1C
Net charge: 0

Each line ends with the Mulliken charge.
CARTESIAN COORDINATES (ANGSTROEM)
O: 2.125 -2.156 -0.368  -0.683
N: 0.224 0.002 1.429  -0.554
O: -1.215 1.071 -0.135  -0.371
C: 1.300 -1.381 0.099  0.404
C: -0.183 0.248 0.186  0.623
N: 1.121 -1.068 1.420  -0.111
N: 0.426 -0.667 -0.630  0.122
C: -1.412 2.038 0.947  -0.695
C: 0.141 -0.903 -2.006  -1.039
H: 1.834 -1.162 2.190  0.298
H: -0.667 2.864 0.950  0.271
H: -1.406 1.492 1.871  0.341
H: -2.389 2.514 0.912  0.271
H: 0.247 -1.924 -2.281  0.363
H: -0.870 -0.690 -2.031  0.415
H: 0.723 -0.277 -2.553  0.346



#Q
Here is a cluster of 3 separate species, C4H7N3O2 in total from OMol25. Energies are from ωB97M-V with the def2-TZVPD basis set.

Values from the calculation:
E_LUMO in eV: 0.5372
SMILES: NN=C=O.N=C=O.C=C
Net charge: 0

Each line ends with the Mulliken charge.
CARTESIAN COORDINATES (ANGSTROEM)
C: -1.472 0.862 -1.190  -0.695
C: -2.014 0.251 -0.157  -0.471
C: 1.281 -0.356 -1.487  0.519
C: 0.106 -1.807 1.334  0.648
N: 0.566 -0.923 1.995  -0.471
N: 1.851 0.355 -0.725  -0.127
N: 1.589 1.362 0.184  -0.436
O: 1.023 -1.172 -2.265  -0.454
O: -0.355 -2.517 0.554  -0.381
H: 0.965 1.006 0.919  0.213
H: 0.936 -0.879 2.922  0.217
H: 2.489 1.616 0.603  0.288
H: -0.872 1.752 -1.084  0.355
H: -1.606 0.490 -2.193  0.279
H: -2.603 -0.651 -0.267  0.225
H: -1.883 0.611 0.856  0.291



#R
Here is a cluster of 2 separate species, C4H7N3O2 in total from OMol25. Energies are from ωB97M-V with the def2-TZVPD basis set.

Values from the calculation:
E_LUMO (spin up / spin down) in eV: -0.2147 / -0.2135
Net charge: 0

Each line ends with the Mulliken charge.
CARTESIAN COORDINATES (ANGSTROEM)
C: -3.801 -0.802 0.138  0.093
C: 2.130 1.094 0.220  -0.232
C: -0.055 0.220 -0.376  -0.489
C: 1.727 -1.251 -0.004  -1.042
N: -3.011 -1.600 -0.037  -0.389
N: 1.269 0.155 -0.020  0.071
N: -0.999 1.260 -0.112  0.867
O: -2.115 1.018 -0.589  -0.622
O: -0.689 2.309 0.492  -0.622
H: -4.543 -0.132 0.247  0.307
H: 1.881 2.120 0.296  0.289
H: 3.201 0.937 0.419  0.212
H: -0.579 -0.669 -0.654  0.437
H: 2.515 -1.227 0.629  0.385
H: 0.873 -1.922 0.252  0.362
H: 2.197 -1.511 -0.899  0.373



Need the numbers? Relative energies in kJ/mol: #P 0.0; #Q 109.5; #R 495.4.



#P
Here is the ion C5H11N4 with charge +1 from OMol25. Energies are from ωB97M-V with the def2-TZVPD basis set.

Values from the calculation:
E_LUMO (spin up / spin down) in eV: -5.2031 / -5.2017
Net charge: +1

Each line ends with the Mulliken charge.
CARTESIAN COORDINATES (ANGSTROEM)
C: 0.756 -1.990 -0.098  -0.448
C: 1.667 -0.900 0.071  0.188
C: -1.342 -1.001 0.585  -0.043
C: 2.285 1.303 0.503  -0.838
C: -1.362 0.611 -1.231  -0.916
N: -0.553 -1.938 0.019  0.036
N: 1.302 0.294 0.332  -0.199
N: -2.575 0.921 0.765  -0.768
N: -1.701 0.117 0.091  0.470
H: 1.186 -2.957 -0.312  0.381
H: 2.723 -1.171 -0.042  0.348
H: 2.222 1.662 1.532  0.319
H: 3.306 0.963 0.298  0.325
H: 2.038 2.148 -0.141  0.283
H: -0.497 1.271 -1.147  0.290
H: -1.103 -0.214 -1.889  0.368
H: -2.209 1.155 -1.646  0.354
H: -1.040 -2.833 -0.068  0.293
H: -2.707 0.648 1.732  0.292
H: -2.395 1.911 0.645  0.262



#Q
Here is the ion C5H11N4 with charge +1 from OMol25. Energies are from ωB97M-V with the def2-TZVPD basis set.

Values from the calculation:
E_LUMO in eV: -5.0733
SMILES: CC[n+]1nnc(C)n1C
Net charge: +1

Each line ends with the Mulliken charge.
CARTESIAN COORDINATES (ANGSTROEM)
C: 1.425 1.145 0.159  0.688
C: 1.839 2.488 0.632  -1.189
C: 0.080 -2.941 -0.837  -1.076
C: -0.917 1.369 0.447  -0.867
C: -0.690 -1.649 -0.491  -0.397
N: 2.348 0.300 -0.419  -0.276
N: 1.889 -0.756 -0.747  -0.078
N: 0.224 0.608 0.132  0.312
N: 0.254 -0.547 -0.557  0.010
H: 1.335 2.652 1.546  0.343
H: 2.879 2.441 0.749  0.396
H: 1.753 3.358 -0.016  0.330
H: 0.761 -2.591 -1.758  0.297
H: -0.723 -3.795 -0.949  0.338
H: 0.752 -3.141 -0.072  0.362
H: -1.878 0.949 0.089  0.349
H: -0.835 1.581 1.543  0.378
H: -1.024 2.443 -0.012  0.317
H: -1.194 -1.754 0.459  0.387
H: -1.500 -1.556 -1.159  0.375



Need the numbers? Relative energies in kJ/mol: #P 0.0; #Q 20.2.



#P
Here is a structure of composition C23H18BrN8O5RuS2 from OMol25. Energies are from ωB97M-V with the def2-TZVPD basis set.

Values from the calculation:
E_LUMO (spin up / spin down) in eV: -1.3818 / -1.8972
Net charge: 0
2S+1: 2
⟨S²⟩: 0.9448

Each line ends with the Mulliken charge.
CARTESIAN COORDINATES (ANGSTROEM)
Ru: 1.110 -1.138 -0.852  -0.141
Br: -4.563 1.405 3.065  -0.178
C: -2.830 2.102 3.375  0.060
C: -2.660 3.466 3.560  -0.532
C: -1.384 3.963 3.757  -0.045
C: -0.271 3.115 3.747  -0.441
C: -0.472 1.737 3.598  -0.162
C: -1.747 1.235 3.416  -0.618
N: 0.966 3.760 3.921  -0.674
N: 2.057 3.076 3.816  -0.406
C: 2.309 2.237 2.790  -0.212
C: 3.332 1.292 2.996  -0.343
C: 3.553 0.224 2.145  -0.828
C: 2.772 0.046 1.003  1.072
O: 2.809 -0.992 0.212  -0.660
C: 1.848 1.104 0.686  0.441
N: 1.173 0.929 -0.484  -0.268
C: 0.334 1.851 -0.904  -0.234
C: 0.120 3.029 -0.180  -1.177
C: 0.746 3.195 1.032  -0.308
C: 1.621 2.205 1.518  0.552
H: -3.514 4.128 3.555  0.431
H: -1.220 5.022 3.910  0.496
H: 0.360 1.047 3.630  0.498
H: -1.897 0.169 3.304  0.799
H: 3.907 1.389 3.908  0.449
H: 4.310 -0.514 2.376  0.471
H: -0.176 1.650 -1.837  0.557
H: -0.548 3.783 -0.571  0.446
H: 0.572 4.091 1.611  0.713
O: -1.047 -2.829 -5.930  -0.537
C: 0.256 -3.078 -5.866  0.422
O: 0.822 -3.766 -6.673  -0.583
C: 1.016 -2.445 -4.750  0.584
C: 2.390 -2.519 -4.636  -0.558
N: 2.732 -1.856 -3.524  -0.155
N: 1.671 -1.329 -2.907  0.045
C: 0.618 -1.704 -3.627  -0.245
C: -0.713 -1.358 -3.056  0.940
O: -1.753 -1.493 -3.687  -0.857
O: -0.632 -0.901 -1.849  -0.093
H: -1.362 -2.296 -5.158  0.419
H: 3.111 -3.012 -5.267  0.510
H: 3.652 -1.702 -3.146  0.176
S: 2.502 -5.578 -1.177  -0.381
C: 1.756 -4.165 -1.030  0.459
N: 1.193 -3.135 -0.937  -0.526
C: -3.864 -0.774 -0.199  -1.272
N: -2.595 -0.635 0.498  0.121
C: -1.660 -1.563 0.504  0.551
N: -1.915 -2.774 0.026  -0.304
S: -0.096 -1.223 1.190  -0.270
H: -4.437 0.137 -0.055  0.375
H: -4.440 -1.603 0.216  0.374
H: -3.691 -0.930 -1.266  0.413
H: -2.296 0.273 0.819  0.158
H: -2.706 -2.943 -0.575  0.254
H: -1.128 -3.405 -0.041  0.221



#Q
Here is a structure of composition C23H18BrN8O5RuS2 from OMol25. Energies are from ωB97M-V with the def2-TZVPD basis set.

Values from the calculation:
E_LUMO (spin up / spin down) in eV: -0.8522 / -1.7918
Net charge: 0
2S+1: 2
⟨S²⟩: 0.7582

Each line ends with the Mulliken charge.
CARTESIAN COORDINATES (ANGSTROEM)
Ru: 0.123 -1.197 -1.076  0.957
Br: 1.874 4.296 2.686  -0.179
C: 0.010 4.119 2.416  0.036
C: -0.682 5.123 1.761  -0.521
C: -2.045 4.976 1.552  -0.208
C: -2.693 3.818 1.957  0.111
C: -1.999 2.841 2.662  -0.169
C: -0.641 2.991 2.892  -0.453
N: -4.108 3.757 1.682  -0.385
N: -4.638 2.757 1.180  -0.548
C: -3.841 1.623 0.789  -0.125
C: -4.148 0.407 1.339  -0.674
C: -3.361 -0.733 1.101  -0.662
C: -2.257 -0.651 0.283  1.237
O: -1.457 -1.674 0.020  -0.986
C: -1.981 0.592 -0.352  0.609
N: -0.895 0.604 -1.182  0.280
C: -0.649 1.679 -1.888  -0.185
C: -1.440 2.837 -1.802  -1.255
C: -2.489 2.868 -0.930  -0.512
C: -2.785 1.725 -0.153  -0.039
H: -0.166 6.011 1.424  0.439
H: -2.614 5.753 1.058  0.460
H: -2.506 1.957 3.022  0.494
H: -0.091 2.228 3.424  0.453
H: -4.997 0.342 2.008  0.431
H: -3.616 -1.682 1.554  0.498
H: 0.191 1.636 -2.568  0.345
H: -1.202 3.686 -2.426  0.415
H: -3.109 3.751 -0.847  0.637
O: 5.231 -3.812 -2.192  -0.543
C: 5.244 -2.594 -2.701  0.442
O: 6.201 -2.128 -3.265  -0.603
C: 4.005 -1.775 -2.543  0.144
C: 3.902 -0.475 -2.988  -0.197
N: 2.677 -0.035 -2.662  -0.403
N: 1.972 -0.978 -2.032  0.630
C: 2.756 -2.044 -1.955  -0.832
C: 2.186 -3.236 -1.248  1.276
O: 2.899 -4.223 -1.049  -0.855
O: 0.987 -3.089 -0.855  -0.472
H: 4.359 -4.033 -1.751  0.441
H: 4.621 0.136 -3.507  0.546
H: 2.274 0.870 -2.833  0.086
S: -2.420 -2.258 -4.918  -0.407
C: -1.439 -1.936 -3.689  0.460
N: -0.705 -1.698 -2.802  -0.725
C: 0.529 -4.221 2.173  -1.232
N: 0.376 -2.810 1.861  -0.021
C: 1.399 -1.997 1.709  0.556
N: 2.608 -2.360 2.136  -0.351
S: 1.199 -0.445 0.959  -0.380
H: -0.440 -4.700 2.069  0.363
H: 0.871 -4.362 3.200  0.395
H: 1.221 -4.692 1.470  0.391
H: -0.475 -2.510 1.386  0.341
H: 2.788 -3.277 2.510  0.211
H: 3.387 -1.762 1.927  0.235



Need the numbers? Relative energies in kJ/mol: #P 97.8; #Q 0.0.